Molecular formula: C48H62FeN4O2S2
Method: DFT, ωB97M-V/def2-TZVPD

```
119
Properties=species:S:1:pos:R:3:forces:R:3
Fe 0.0609 0.4668 -0.7747 -0.11 -0.35 0.04
S 4.9419 0.4136 -1.3274 -0.15 -0.06 0.09
S 0.9338 5.1976 -0.5856 -0.05 0.05 0.05
O -0.1982 -1.3566 -1.4289 0.16 0.07 0.06
O -1.7487 1.0128 -0.6461 0.00 0.08 -0.45
N -0.0011 1.6876 2.1362 0.03 -0.07 0.01
N -1.0003 -0.9990 1.0952 0.06 0.01 0.02
N 0.5743 2.4280 -0.6339 0.21 0.23 0.26
N 2.6255 -0.0723 -0.2550 0.04 0.11 -0.38
C 1.2953 -2.6791 -4.2625 -0.01 0.04 0.04
C 4.9044 -0.0118 0.3443 -0.03 -0.02 0.06
C 1.1250 0.6085 -2.6256 -0.42 0.12 -0.09
C -2.1830 -1.6554 0.5335 -0.01 -0.15 -0.02
C 0.4004 -3.5574 -2.1077 0.04 -0.13 -0.04
C -4.0292 1.2009 -1.2790 -0.02 0.00 0.05
C 0.9185 -4.1553 0.5670 0.00 -0.04 -0.04
C 0.9797 -4.7639 -1.7170 -0.11 0.03 0.04
C -4.5167 -1.2919 -0.1373 -0.08 0.07 -0.03
C -3.3440 3.5450 -0.6979 0.02 -0.03 0.02
C 1.1711 2.3649 2.6607 -0.03 -0.02 -0.01
C 4.4057 -0.7838 2.9322 0.02 0.02 0.01
C 0.4898 0.8139 -3.8513 0.17 0.03 -0.11
C -7.1160 -2.5422 -0.1310 0.01 0.02 -0.02
C -1.0880 2.6446 1.9925 -0.05 -0.02 0.06
C 0.0748 -3.3149 -3.5866 0.01 -0.03 -0.05
C -7.9724 -0.2179 -0.1907 0.01 -0.01 -0.01
C -5.0889 3.2088 -2.4206 0.03 0.00 0.03
C -3.2269 -0.7665 -0.0979 -0.07 -0.04 -0.03
C -1.4177 -0.3273 2.3229 -0.03 0.07 0.04
C 3.3458 -0.6514 2.0588 0.03 0.07 0.00
C 3.2294 0.4608 -3.8584 -0.05 0.02 0.05
C 1.2722 -5.0910 -0.3992 -0.01 0.06 0.03
C 1.9125 -6.4123 0.0169 0.00 -0.03 -0.01
C 0.0655 -1.9689 1.3517 0.04 0.04 0.15
C 3.2084 -6.1325 0.7906 -0.01 -0.01 -0.01
C -0.3736 0.5628 2.9705 -0.01 0.03 -0.09
C 0.9476 -7.1932 0.9196 0.01 0.00 -0.01
C 1.1947 0.8549 -5.0455 0.00 0.00 0.07
C -5.5650 -0.6318 -0.7507 0.03 -0.05 0.01
C 2.5749 0.6706 -5.0544 -0.05 0.01 0.02
C 3.1991 0.2374 -1.3864 -0.01 -0.08 0.13
C -2.9575 0.4740 -0.6922 0.03 -0.02 0.18
C -6.9817 -1.1939 -0.8394 0.00 -0.01 0.02
C 3.5784 -0.2456 0.7425 0.06 0.00 0.07
C -2.7497 2.6068 -2.9302 0.08 0.01 -0.06
C -5.2842 0.6176 -1.3048 0.00 0.00 0.03
C 5.9742 -0.1403 1.2223 -0.01 -0.01 0.04
C 0.1971 -2.5688 -1.1207 0.20 0.06 0.03
C -3.8079 2.6125 -1.8266 -0.07 0.06 -0.02
C 2.5060 0.4424 -2.6584 0.08 0.05 0.12
C -7.3580 -1.3878 -2.3140 0.00 0.01 0.00
C -1.1452 -2.4057 -3.7825 -0.07 0.06 -0.05
C -0.2618 -4.6309 -4.3112 0.04 0.07 0.08
C 2.2579 -7.2935 -1.1842 -0.01 0.01 0.02
C 5.7153 -0.5241 2.5234 0.04 0.01 -0.01
C 0.7148 3.5874 -0.6250 0.18 -0.02 -0.14
C 0.3899 -2.9236 0.2315 0.01 -0.03 0.00
H -1.7943 2.2830 -2.5322 0.08 -0.01 -0.04
H 2.3462 -0.8683 2.3977 0.08 0.08 0.04
H -6.8675 -2.4638 0.9281 0.00 0.01 0.04
H 2.0040 1.6702 2.7420 0.08 -0.08 0.01
H 3.9091 -5.5695 0.1727 0.02 0.01 -0.02
H -1.4373 2.9961 2.9801 0.00 0.00 0.01
H 0.5304 -0.0087 3.1828 0.04 -0.05 0.06
H -1.3638 -2.3381 -4.8509 -0.04 -0.01 -0.05
H -3.0440 1.9443 -3.7479 0.00 -0.02 -0.02
H -2.0237 -2.8209 -3.2826 -0.03 -0.02 0.03
H 2.1635 -3.3368 -4.1830 0.03 -0.04 0.00
H -2.6768 -2.2305 1.3371 0.01 -0.01 0.00
H -6.6621 -2.0734 -2.7990 0.02 -0.02 -0.01
H 4.2154 -1.0970 3.9504 0.00 0.00 0.01
H 0.9627 -1.3976 1.5916 -0.24 -0.09 -0.07
H -1.7542 -1.0727 3.0678 0.07 -0.01 -0.05
H -5.8811 3.3014 -1.6751 -0.02 0.00 0.02
H 1.3651 -7.5796 -1.7423 -0.02 0.00 -0.02
H 0.5877 -5.3070 -4.3940 0.09 -0.03 0.02
H 3.1275 0.6784 -5.9844 0.01 0.01 -0.03
H 1.0552 -4.3813 1.6204 0.01 -0.01 0.03
H 1.3888 -8.1467 1.2206 0.02 -0.03 0.01
H -0.9820 -1.4071 -3.3913 -0.02 -0.11 -0.10
H -6.4679 -3.2962 -0.5788 0.03 -0.02 -0.02
H -7.9642 0.7506 -0.6899 0.00 0.03 -0.01
H -0.7402 3.5059 1.4246 -0.02 -0.02 0.04
H -0.5864 -4.4025 -5.3277 -0.01 0.02 -0.03
H 2.7443 -8.2082 -0.8389 0.01 -0.02 0.01
H -8.1459 -2.8963 -0.2103 -0.02 -0.01 0.00
H 2.9401 -6.7866 -1.8679 0.03 0.01 -0.02
H -1.9224 2.2093 1.4479 0.05 -0.01 0.08
H 1.4601 3.1700 1.9881 0.00 0.04 -0.05
H -0.7657 0.8925 3.9528 -0.02 0.02 -0.05
H 0.0122 -7.3946 0.3956 -0.02 -0.01 -0.02
H 1.0967 -2.4941 -5.3213 -0.01 0.01 -0.04
H 4.2996 0.2905 -3.8612 0.04 0.00 0.01
H -8.3672 -1.7971 -2.4022 -0.05 -0.01 -0.01
H 6.9851 0.0516 0.8888 0.02 0.01 0.00
H 1.5422 -1.7277 -3.7924 -0.01 -0.04 0.00
H 1.2048 -5.4850 -2.4841 0.00 -0.09 -0.10
H 0.7095 -6.6319 1.8230 -0.01 0.02 0.03
H -2.3970 3.2108 -0.2810 -0.05 0.03 -0.10
H -5.4664 2.6168 -3.2569 0.00 -0.02 -0.02
H -0.1802 -2.5746 2.2432 0.00 0.02 0.02
H -7.7182 -0.0550 0.8576 0.01 0.00 0.03
H -4.0909 3.5813 0.0991 -0.02 0.00 0.03
H 0.9804 2.7980 3.6584 0.00 0.01 0.01
H -7.3261 -0.4426 -2.8562 0.00 0.02 -0.02
H -1.0721 -5.1583 -3.8046 -0.02 -0.02 0.01
H -6.0966 1.1619 -1.7636 -0.02 0.02 -0.02
H -2.2928 0.2693 2.0632 -0.03 0.01 0.07
H -4.8676 4.2096 -2.7949 0.01 0.02 -0.01
H 6.5310 -0.6303 3.2264 0.01 0.00 0.00
H -2.6230 3.6155 -3.3297 -0.01 0.03 -0.04
H 3.6855 -7.0687 1.0913 0.01 -0.03 0.01
H -8.9891 -0.6151 -0.2423 -0.03 -0.01 -0.01
H -3.2048 4.5568 -1.0841 0.00 0.04 -0.02
H -1.8659 -2.3911 -0.2038 -0.02 0.11 0.07
H 3.0151 -5.5473 1.6896 0.00 0.02 0.02
H -4.6752 -2.2536 0.3341 -0.02 -0.06 0.02
H -0.5827 0.9358 -3.8884 -0.17 0.05 0.02
H 0.6677 1.0192 -5.9778 -0.02 0.00 -0.03
```
Forces are in eV/Å.

Properties
- LUMO level (spin up / spin down) (eV) = 2.26 / 2.26
- net charge = -1
- E_HOMO (spin up / spin down) (eV) = -4.8594 / -4.9677
- energy relative to the best compared isomer or geometry (same formula, charge and spin) (kcal per mole) = 0.0
- electronic energy (eV) = -116899.91116
- orbital gap (spin up / spin down) (eV) = 7.120 / 7.227
- spin multiplicity = 6